Entry 1:
Molecular formula: C2H16N2O4
Method: DFT, wB97M-V/def2-TZVPD

## Properties
molecular weight: 132.160 g/mol
total charge: 0
electronic energy: -496.2358 hartree
SMILES string: NCCN.O.O.O.O
lowest unoccupied orbital energy: 0.010 Ha

Cartesian coordinates (Å):
1 C -1.780 0.028 -1.066
2 C -1.471 0.980 0.108
3 N -0.034 1.099 0.399
4 N -1.239 0.630 -2.268
5 H -1.336 -0.955 -0.937
6 H -2.873 -0.021 -1.073
7 H -1.768 1.974 -0.211
8 H -1.953 0.651 1.026
9 H 0.406 1.911 -0.007
10 H 0.550 0.311 0.178
11 H -1.220 0.123 -3.137
12 H -1.517 1.582 -2.448
13 H 0.732 0.992 -2.206
14 H 2.133 0.642 -2.692
15 O 1.440 1.285 -2.758
16 H 3.122 -0.533 0.964
17 H 2.351 -1.175 1.915
18 O 2.509 -1.273 1.009
19 H -0.410 -2.082 1.389
20 H 0.849 -2.566 0.570
21 O 0.168 -2.819 1.196
22 H -0.097 0.082 2.912
23 H 1.102 -0.664 3.415
24 O 0.334 -0.202 3.720


Entry 2:
Molecular formula: CHBrN4
Method: DFT, wB97M-V/def2-TZVPD

## Properties
molecular weight: 148.951 g/mol
total charge: 0
electronic energy: -2831.6050 hartree
lowest unoccupied orbital energy: -0.017 Ha

Cartesian coordinates (Å):
1 C -0.242 -0.045 0.590
2 N 2.590 2.920 0.079
3 N 0.798 0.314 0.898
4 N 2.938 1.858 0.173
5 N 3.596 0.923 0.518
6 Br 3.611 -0.843 -0.120
7 H -1.227 -0.354 0.360


Entry 3:
Molecular formula: C15H27CdN5O6
Method: DFT, wB97M-V/def2-TZVPD

## Properties
molecular weight: 485.822 g/mol
total charge: 0
electronic energy: -1480.3516 hartree
lowest unoccupied orbital energy (alpha / beta): -0.082 / -0.083 Ha

Cartesian coordinates (Å):
1 O 0.273 -1.341 -3.124
2 H 0.030 -1.821 -3.952
3 Cd -0.025 0.162 -0.736
4 N 1.588 -1.406 -0.842
5 N -0.595 -1.935 0.178
6 N 0.672 2.275 -0.313
7 N -1.295 1.175 1.022
8 O 2.783 -1.076 -0.876
9 O 1.853 2.869 -0.773
10 O -2.134 0.518 1.890
11 O -1.540 -2.092 1.032
12 C -0.007 -3.024 -0.403
13 C 1.211 -2.711 -1.045
14 C 0.013 3.065 0.523
15 C -1.090 2.465 1.263
16 C 2.087 -3.639 -1.797
17 H 2.114 -3.311 -2.848
18 H 1.670 -4.651 -1.769
19 H 3.117 -3.666 -1.401
20 C -0.612 -4.383 -0.409
21 H -1.579 -4.361 -0.938
22 H -0.750 -4.783 0.608
23 H 0.043 -5.062 -0.966
24 C 0.486 4.455 0.742
25 C -1.863 3.288 2.242
26 H 1.154 4.736 -0.073
27 H 1.036 4.544 1.688
28 H -0.334 5.176 0.798
29 H -2.435 2.645 2.912
30 H -2.557 3.975 1.739
31 H -1.216 3.928 2.849
32 H 2.203 2.304 -1.498
33 H -2.080 -0.460 1.633
34 C -1.741 0.230 -2.117
35 H -1.302 -0.214 -3.025
36 H -2.101 1.252 -2.193
37 H -2.552 -0.361 -1.687
38 O 1.842 0.710 -3.605
39 H 1.515 -0.252 -3.578
40 H 0.987 1.171 -3.668
41 C 3.198 0.010 5.754
42 C 2.494 -0.045 4.417
43 C 3.133 0.436 3.269
44 C 2.457 0.356 2.038
45 N 1.223 -0.143 1.917
46 C 0.623 -0.630 3.008
47 C 1.206 -0.579 4.289
48 H 4.137 -0.565 5.752
49 H 3.456 1.041 6.040
50 H 2.554 -0.408 6.536
51 H 4.134 0.866 3.321
52 H 2.945 0.695 1.122
53 H -0.355 -1.094 2.873
54 H 0.654 -0.954 5.155


Entry 4:
Molecular formula: C6H15KNO4S
Method: DFT, wB97M-V/def2-TZVPD

## Properties
molecular weight: 236.354 g/mol
total charge: -1
electronic energy: -1591.5448 hartree
lowest unoccupied orbital energy: 0.065 Ha

Cartesian coordinates (Å):
1 K 2.146 -0.110 -1.117
2 S 2.741 -1.814 1.532
3 O 2.447 -2.358 0.168
4 O 3.855 -2.573 2.139
5 O 3.034 -0.358 1.354
6 O 1.572 -1.998 2.440
7 C -1.180 1.566 -2.449
8 C -1.248 1.519 -0.927
9 N -0.600 0.358 -0.345
10 C -1.464 -0.821 -0.498
11 C -0.756 -2.145 -0.235
12 C -0.322 0.578 1.083
13 C 0.637 1.745 1.308
14 H -1.477 2.550 -2.820
15 H -1.839 0.823 -2.898
16 H -0.158 1.423 -2.805
17 H -0.788 2.449 -0.584
18 H -2.279 1.623 -0.539
19 H -2.350 -0.657 0.140
20 H -1.818 -0.874 -1.531
21 H 0.174 -2.213 -0.802
22 H -0.549 -2.381 0.806
23 H -1.382 -2.937 -0.663
24 H 0.110 -0.319 1.536
25 H -1.287 0.829 1.562
26 H 0.182 2.738 1.326
27 H 1.436 1.751 0.565
28 H 1.165 1.608 2.252


Entry 5:
Molecular formula: C4H8O2
Method: DFT, wB97M-V/def2-TZVPD

## Properties
molecular weight: 88.106 g/mol
total charge: 0
electronic energy: -307.6882 hartree
SMILES string: CC(=O)[C@@H](C)O
lowest unoccupied orbital energy: 0.032 Ha

Cartesian coordinates (Å):
1 C -0.826 1.351 0.155
2 C -0.628 -0.096 0.619
3 O -1.861 -0.747 0.731
4 C 0.258 -0.844 -0.375
5 O -0.248 -1.686 -1.091
6 C 1.722 -0.493 -0.451
7 H 0.115 1.910 0.117
8 H -1.506 1.854 0.847
9 H -1.289 1.357 -0.837
10 H -0.128 -0.099 1.599
11 H -1.890 -1.371 -0.015
12 H 1.850 0.473 -0.953
13 H 2.254 -1.259 -1.018
14 H 2.152 -0.401 0.552


Entry 6:
Molecular formula: C4H8P2
Method: DFT, wB97M-V/def2-TZVPD

## Properties
molecular weight: 118.056 g/mol
total charge: 0
electronic energy: -839.8107 hartree
SMILES string: C1CP1#P1CC1
lowest unoccupied orbital energy: 0.024 Ha

Cartesian coordinates (Å):
1 C 2.114 -0.044 0.812
2 C 2.095 -0.436 -0.664
3 C -2.350 0.564 0.574
4 C -1.910 0.040 -0.755
5 P 0.706 0.694 -0.054
6 P -0.681 -0.898 0.321
7 H 1.878 -0.803 1.527
8 H 2.934 0.627 1.252
9 H 2.775 0.128 -1.333
10 H 1.816 -1.426 -0.960
11 H -2.028 1.529 0.745
12 H -3.130 -0.076 1.119
13 H -2.731 -0.596 -1.196
14 H -1.488 0.698 -1.387